1.
The following is a quantum chemistry calculation of C32H48As2N7O8PS2V as an isolated structure, from OMol25.

```
101
Properties=species:S:1:pos:R:3
H 1.03632 5.29126 0.15587
O -2.91125 3.10825 0.93657
H -4.82008 -1.19061 -0.51877
H 1.33026 2.61658 -3.27816
N 2.14437 -3.62104 -2.60562
C -1.64177 1.48315 -3.00829
H -2.08185 5.02329 0.76964
H 2.84580 -1.15491 -2.96526
H 1.75031 -3.16814 -3.41382
As -3.37149 -1.16005 3.43866
H 1.26685 -2.23152 5.59438
H 3.80119 -4.24041 -3.66637
H -2.90887 -1.75839 5.85342
H 0.82085 -3.11733 1.11107
As -0.28125 0.35845 1.33439
C -3.00143 -0.80998 5.33073
C -1.91240 2.68371 1.68170
C 4.08558 0.89647 -4.09752
O -2.08883 -0.65350 -0.61532
O -3.29749 -2.06625 0.60612
C 5.11836 1.09321 -1.96040
H 0.50052 0.81545 3.68884
C -1.57536 -1.66006 2.82045
C -0.17140 -5.02906 0.85032
C 3.93690 2.95095 -2.88102
C 0.19790 3.51598 -0.68170
O 0.76167 -1.87728 3.22245
C -2.92631 0.70270 2.78029
C 0.39597 -2.87054 5.71229
N 4.28087 2.24446 -1.65174
H -3.65550 4.91265 1.59587
H 1.45542 1.07237 -4.14986
H 1.96591 -6.40507 -2.47637
H -2.09693 -0.49564 -2.84994
H -2.10562 -0.21366 5.48700
H -3.85791 -2.42341 -1.38113
S -1.99402 2.93417 -3.87418
H 0.18201 6.77356 -1.62140
H 3.29542 3.80359 -2.65057
H 5.38506 0.56899 -1.04142
H 0.55347 2.87203 0.10566
C -2.27293 -1.29082 0.44860
N -0.89252 1.63093 -1.91083
H -2.67224 0.27103 -4.26624
H 2.63395 2.84677 -0.55691
H -0.86513 -4.69987 0.07551
C 1.92759 1.71167 -3.39744
C 3.14824 1.93021 -0.83540
O -3.75649 2.82513 3.56397
N 4.42500 0.18145 -2.86951
C 0.45778 4.87623 -0.65889
H 1.99886 -5.89580 -4.16891
H 1.12977 1.99792 2.53351
C -0.36421 -1.96849 3.66397
H 0.66394 -3.89616 5.46516
H 4.85274 3.31054 -3.34849
C -0.57109 2.99174 -1.71001
H 3.55859 0.22906 -4.78218
H 3.47393 1.41211 0.07077
O -0.67726 -2.43210 4.84953
C 1.07406 -4.14982 0.88037
O -5.07560 1.00652 3.63788
C 3.17869 -4.63273 -2.86403
H 0.09088 -6.06952 0.65863
H 2.38805 -4.97839 -0.54418
N 3.25189 2.06185 -3.81897
C -1.07127 3.84898 -2.69700
N 1.78340 -4.17962 -0.40475
H 3.81196 -4.71406 -1.97923
C -1.29851 -1.28001 1.54850
C -4.30300 -2.14457 -0.42812
C 2.59570 -5.98423 -3.26166
C -3.05318 4.53619 0.77103
H 5.00566 1.23032 -4.57585
P 1.94670 0.77204 -1.75123
H 6.02996 1.44124 -2.44451
H -3.86302 -0.28336 5.73828
H -3.56884 4.68998 -0.17147
H -6.63879 2.36598 3.43929
H 0.01345 -2.82177 6.72573
H -6.85838 1.04887 4.61919
H 3.40302 -6.68732 -3.45990
H -1.20035 5.85663 -3.45685
C 1.51789 -3.43024 -1.45702
C -0.03263 5.71435 -1.65462
C -3.95518 1.66176 3.35484
V -0.18373 0.04718 -1.05544
S 0.27531 -2.20929 -1.36057
C -0.81142 5.20858 -2.68271
O -0.94580 3.31995 2.02810
C -6.15912 1.77194 4.21422
H -5.78242 2.42830 4.99499
H 3.61028 -1.00461 -1.37029
H -4.99344 -2.91219 -0.09739
C -1.97238 1.21192 1.99387
H 1.76933 -4.50286 1.63972
C 0.95950 0.93797 2.71192
H -0.68213 -4.98483 1.81216
C 3.28986 -0.45437 -2.25933
N -2.03857 0.28989 -3.48140
H 1.88238 0.36745 2.65473
```

The calculation puts the total energy at -239073.3012 eV. The total charge is +3. The lowest unoccupied orbital energy (alpha / beta) is -9.537 / -9.099 eV. The spin multiplicity is 3. As for the largest force on an atom: 2.3 eV/Å.


2.
The following is a quantum chemistry calculation of C32H48AsN3ORbS2Si as an isolated structure, from OMol25.

```
89
Properties=species:S:1:pos:R:3
N -2.09913 0.19188 2.81711
H 5.41118 0.36680 0.04364
H -4.88177 0.10752 -6.11118
H -2.90758 -2.72946 -5.43125
H -3.79284 1.08025 -7.11777
C -3.91782 0.10574 -6.63205
C -4.02003 -1.86048 2.70783
H 1.46180 -2.70057 1.66574
H 2.59923 0.69673 -2.43770
Rb -0.32961 0.67124 0.01969
H 1.09648 -0.33424 6.45158
C -0.98071 -0.36986 -6.57980
H 2.90499 1.89474 3.91174
C -3.45779 3.06726 -3.20138
Si -2.48007 -0.28112 -5.46544
C -3.44302 -4.14426 1.23396
C -4.67504 -4.01945 1.86325
C 5.21188 0.04047 1.06550
H 2.48997 0.21031 4.25834
H -1.53158 -3.20689 0.87126
C -2.45946 1.10262 -4.20065
H -5.92453 -2.77138 3.08604
C -2.44028 3.04610 -2.27205
C -3.44947 2.07057 -4.17600
H 3.56875 -3.93540 1.04563
H 2.49065 4.43870 2.89814
H -4.23872 2.05309 -4.92216
H 3.92822 3.00895 1.48319
S -1.41133 2.75186 2.77226
C 2.71671 -3.90952 0.36429
H 3.90452 -1.96637 -1.62343
C 1.81220 -2.71238 0.63440
H 0.38581 5.35601 1.98747
H 4.28179 0.56128 -1.88696
C -1.43567 1.17539 -3.20209
H 4.81535 -2.03874 0.58832
C 2.64298 3.14197 -0.23167
H -0.26270 4.87739 -0.34866
H -3.96764 -0.65377 -7.42081
H 0.97584 1.68305 5.57255
C -2.50071 -3.13065 1.34830
H -1.18721 -1.02928 -7.43050
C 1.46838 3.67764 -0.74975
H -0.74264 0.62427 -6.97219
H 6.17622 -0.14704 1.54364
H 2.22008 -1.71290 -2.08787
H 0.58700 2.62576 4.14102
S -0.15351 0.00604 -3.17564
C -1.24530 1.13672 3.27409
H -1.14380 -1.09640 4.51445
H -5.41344 -4.80772 1.77387
C -4.96123 -2.87542 2.60002
C 2.21024 4.23460 1.87102
H 3.10469 -3.90696 -0.65608
C 3.01453 3.42666 1.07786
C 0.83935 1.63026 4.49064
H -3.21775 -5.02994 0.65130
C -2.78220 -1.98496 2.08491
C 3.08341 -1.24743 -1.60690
As 2.55759 -0.92609 0.27061
H 0.90897 -2.76365 0.02295
C -2.88889 -1.92853 -4.68279
C 4.32877 -1.20461 1.09574
O -0.59406 -1.13179 1.69955
H -2.15214 -2.17864 -3.91792
H -4.23051 -0.95437 3.26210
C 0.66534 4.48348 0.04833
C 1.03333 4.76132 1.35673
H 4.73368 0.86956 1.58973
H 4.14948 -1.50927 2.12927
N -1.44985 2.14809 -2.25905
H 0.56820 -1.15698 4.17071
H 3.76826 -0.20983 -3.38631
H -0.10835 -0.73796 -6.03860
H -4.23142 3.82219 -3.16288
C 2.12012 1.13989 3.81627
H -0.61483 0.02654 6.73944
H 1.16794 3.45767 -1.76824
N -0.29618 0.76586 4.19068
H 2.16049 -4.84049 0.50003
C 0.07461 -0.63363 6.20839
H 1.94118 0.96745 2.75357
C -1.72199 -0.91540 2.20733
H -3.87659 -1.88087 -4.21284
H -2.40817 3.79171 -1.48096
H -0.06877 -1.65047 6.57925
H 3.26200 2.49961 -0.84615
C 3.45766 0.02729 -2.36627
C -0.20354 -0.59740 4.70825
```

The calculation puts the total energy at -131527.8969 eV. The total charge is -1. The lowest unoccupied orbital energy is 2.075 eV. The spin multiplicity is 1. As for the largest force on an atom: 1.5 eV/Å.


3.
The following is a quantum chemistry calculation of C32H48ClN2O6PSn as an isolated structure, from OMol25.

```
91
Properties=species:S:1:pos:R:3
H 0.89319 -4.32837 0.66899
H 0.36861 -4.08569 -1.38656
N -2.91920 5.35184 -1.75133
H -1.86031 -4.38400 -3.08702
C -1.66600 -4.27605 3.02764
H -1.91970 -1.34502 -3.38625
H -0.91877 -2.59913 4.16565
H -0.52587 -5.82674 2.02368
H -1.06163 0.45227 3.85645
C 1.70063 5.32525 -0.38618
C 0.84189 4.51683 0.59283
C -1.16754 -1.94152 2.13871
O -2.31241 4.74434 -2.66279
H -1.81892 -4.83690 3.95540
C -4.16733 4.49067 1.61288
C -2.09036 -2.25693 -2.79940
C -3.98483 5.23624 0.44446
H -3.17428 -2.39358 -2.72689
H 0.48072 -2.71772 -4.11631
O -3.20017 0.33152 1.59833
H -2.53082 -4.48858 2.38439
H 3.11905 3.75165 -0.86560
H 6.37240 -2.21088 -0.62786
H -0.99093 -0.91236 2.48147
C 0.06941 -3.48185 -3.43994
H 1.96489 2.75025 -2.71984
N -4.50158 5.16064 2.84271
C -1.51864 -2.04041 -1.39317
H 2.95206 5.01203 -2.09841
H 1.70784 -3.17123 -2.07059
H -1.76540 -3.44698 -4.57210
C 3.15000 -1.04907 -1.27709
H -1.11351 3.63248 0.18249
C 5.30519 -2.35099 -0.83773
C 0.12695 -2.47155 1.51131
C -3.51184 4.56907 -0.69005
C 4.68288 -1.00256 -1.21498
C -1.46393 -3.45451 -3.51826
C 2.39244 4.39467 -1.39516
H 0.44503 -4.76383 3.04940
H 2.84482 -1.67617 -2.12749
C 0.28335 3.01545 -1.34903
C -3.30288 3.17154 -0.69595
P 0.71584 -1.27821 0.18342
H 2.75975 -0.03840 -1.46152
H 1.01589 6.01386 -0.90648
C -0.02852 -3.93342 1.11374
H -0.82507 -4.02934 0.36323
O -3.01251 6.59384 -1.69771
H 2.72890 -3.36238 1.31194
H 0.91929 -2.37872 2.27672
H 4.97302 -2.50775 1.29160
H -0.32259 2.21777 -1.78504
C 4.64291 -3.01940 0.37587
H 0.71116 0.95555 4.24011
H -4.04910 2.53886 2.56367
C 1.40017 3.53483 -2.19583
C -0.39334 -4.78272 2.33731
H -2.60338 -2.43154 3.65903
C -3.37177 2.46082 0.51537
H 0.24034 5.15458 1.26246
C 2.57599 -1.60067 0.04149
C -1.61665 -2.78110 3.33719
O -4.70714 6.39213 2.81553
Sn 0.03165 1.79677 1.64339
H 2.75661 -3.71615 -0.42315
C 3.10484 -3.00455 0.34270
H 0.94817 4.11011 -3.02438
H 4.97740 -0.24281 -0.47824
H 0.44441 -4.45057 -3.79624
C 0.01386 -1.94563 -1.43678
H 5.24912 -3.02972 -1.69999
H 0.26703 -1.11163 -2.12098
H 2.44173 5.90482 0.17530
C -0.06896 0.76477 3.46122
H -1.83163 -2.87210 -0.74339
H -1.97884 -1.87400 1.39765
H 1.46235 3.88335 1.26462
H 4.99129 -4.05678 0.45711
C -0.06554 3.57163 -0.18989
H 5.07579 -0.67668 -2.18407
H -2.98688 2.67585 -1.60966
H -1.92942 -1.11581 -0.96378
O -4.56193 4.47880 3.88856
C 0.61361 -3.22577 -2.02585
Cl 2.48729 1.53776 1.30344
H -4.14531 6.31021 0.43273
C -3.89297 3.10493 1.64579
O -1.58392 0.90466 0.10578
C -2.71600 1.09127 0.75217
H 2.92859 -0.92545 0.84304
```

The calculation puts the total energy at -76862.8476 eV. The lowest unoccupied orbital energy (alpha / beta) is -2.371 / -2.370 eV. The spin multiplicity is 1. As for the largest force on an atom: 3.1 eV/Å.


4.
The following is a quantum chemistry calculation of an isolated ion of composition C32H48FN2O3 and charge +1, from OMol25.

```
86
Properties=species:S:1:pos:R:3
H 2.23309 0.90300 -2.90657
H 4.24875 3.44649 2.11414
H -0.18507 0.83385 -3.90544
C -4.76475 0.16805 0.47950
C -0.15390 0.05615 -1.32353
C -6.17388 0.79922 0.48154
H -0.55888 2.18466 4.64161
N -2.55778 -0.06447 1.49690
C -1.96605 0.22150 0.32886
H -1.97692 -0.77846 5.82040
H -4.66925 -0.87674 0.11335
H -6.95986 0.36351 -0.13770
H 2.64422 -0.13262 2.48932
C 1.12917 -1.75912 0.40450
C -0.86999 1.39899 -6.92632
C -1.96751 -0.29185 4.82953
H 4.01749 0.06947 -1.46145
H 3.95962 1.59006 3.74995
H 1.18743 0.72341 -4.99889
C 1.70024 -1.38552 -0.79372
H -0.02616 -1.93826 -4.06576
C -1.36463 2.07889 5.39623
H -1.81698 -0.12414 -5.00358
H -2.40484 -2.26568 3.99352
C 1.05480 -0.44698 -1.72256
H 1.70603 -2.44763 1.02208
H 0.40171 1.28705 -8.73152
H -0.89908 -0.22135 4.55439
H -1.76178 -1.77458 -5.79081
H 3.03540 -2.29165 -2.26733
C -0.05373 -2.56480 2.99552
C -3.85541 0.59899 1.72578
H -2.46096 0.92530 -0.35461
C 3.06212 -1.93076 -1.22616
H -1.80563 1.85734 -7.28962
H -3.31158 1.21123 5.61989
H 3.16838 4.01549 3.42126
H 2.46390 3.53733 1.85399
H 3.62058 -1.36318 1.08787
C 3.08060 1.87091 3.13880
H -6.40358 1.59750 1.19264
O -0.20380 -4.01865 6.14031
C -0.92328 -0.16492 -6.98157
H 1.23624 1.82410 -7.25790
C 0.11104 -1.13987 -4.82163
C -1.97111 -0.92474 2.39239
H -1.73313 3.08767 5.64398
H -0.73107 0.74946 -1.94788
H 2.39800 -0.81265 -3.41639
H 0.15127 2.98482 -8.09139
C -2.51265 1.16165 4.86095
F -1.48412 -4.29723 4.38009
H 0.99852 -2.46695 4.77403
H -0.69039 1.78793 -5.91121
C 2.90411 0.82157 1.99504
O 0.44011 -3.53770 2.48221
H 2.07572 1.12374 1.32265
H -3.81077 1.69479 1.69747
H 0.87167 -1.50880 -5.53809
C 4.19475 0.71427 1.11365
H -1.79079 -0.41031 -7.62585
C -0.75385 -1.55792 2.09115
C 4.39215 -0.75430 0.58275
C -0.74854 -0.30715 -0.06779
H -0.87516 1.62288 6.27734
H 3.29121 -2.81884 -0.60576
H 5.35379 -1.18320 0.91924
C -1.21263 -0.83570 -5.59594
C 0.65370 0.17850 -4.19482
C -0.51107 -3.61812 5.05722
H 5.08730 1.04063 1.67431
H 2.17237 1.79076 3.76709
C 4.21131 -0.89979 -0.96853
C 0.29638 1.92065 -7.83722
H -3.72464 -1.13725 3.74280
H -0.02604 -0.57905 -7.47024
C -0.11936 -1.23635 0.83222
H 5.14763 -1.28114 -1.41709
C 1.68854 -0.04772 -3.06146
N 0.02654 -2.44820 4.45899
H 4.07248 1.37893 0.23991
H -4.43624 0.17757 2.54915
H -2.82740 1.55346 3.88274
C -2.62879 -1.21758 3.74294
C 3.26233 3.30491 2.58178
O -5.06768 1.20525 -0.43766
```

The calculation puts the total energy at -45795.2141 eV. The total charge is +1. The lowest unoccupied orbital energy is -4.293 eV. The spin multiplicity is 1. As for the largest force on an atom: 3.5 eV/Å. The SMILES is CCCCCCCc1cc2c[n+](C[C@H]3CO3)c(CCCC)c(C(=O)NC(=O)F)c2cc1CCCCCCC.


5.
The following is a quantum chemistry calculation of C32H48GaP2 as an isolated structure, from OMol25.

```
83
Properties=species:S:1:pos:R:3
H -2.98337 4.79735 2.37983
C -2.73981 2.64857 1.93579
H 1.93978 2.13195 1.56704
C -0.29954 -0.84640 -0.34688
H 5.55751 2.36000 -0.04889
H 5.77202 1.59417 -1.88150
C -3.65930 0.62242 1.33375
H 2.43187 -2.24423 1.06313
H -2.21467 4.38475 0.84191
C -2.87359 -3.17240 1.13215
H 0.96828 0.89272 2.36939
H -3.94418 -1.14887 0.10125
H -0.75248 2.77084 3.87339
H 2.08039 -2.20511 -0.93898
C 4.45328 0.57742 0.38423
C -3.62795 -4.33546 1.20799
H 4.04539 3.22734 -1.53670
C -2.87440 0.43469 2.51600
H 2.97407 3.52528 -0.20400
C -4.51081 -0.38898 0.66718
Ga 1.72316 0.07295 -0.63676
H 5.23314 0.21804 1.12720
C -1.25180 -4.22819 -0.29275
H -5.12124 -0.91106 1.42257
C -3.56169 1.99330 0.97147
C -2.31598 4.06601 1.88898
H 4.06948 -1.91086 1.80960
C 1.14417 -1.66393 -2.90874
C 2.07224 -1.46216 -1.72888
C -2.30094 1.68231 2.88185
H 1.40166 2.48032 -1.24174
H -2.31371 -0.61692 4.29739
C -4.21423 2.63406 -0.19574
C 4.03333 1.09903 -3.08464
H -5.19615 0.08711 -0.04751
H 4.05517 0.40042 -3.95603
H 5.02863 -1.15615 -0.91348
H -0.79939 1.01253 4.23593
H -4.34660 1.90324 -1.00733
P -0.36935 -0.44597 -2.58259
H -0.11619 0.87181 -4.74129
C 1.99138 1.23782 2.19216
H -2.19085 -1.74392 -1.82351
H 4.30270 2.58375 1.21397
H -1.63917 1.14516 -3.92285
H -2.67658 -0.63975 -3.12826
H -5.21377 3.03472 0.05000
C -1.41375 1.90877 4.05123
H -1.33146 4.18286 2.36189
H -1.99511 2.10653 4.97072
H -4.54275 -4.34313 1.81932
C -3.19157 -5.46663 0.50393
H -3.73538 -1.26037 3.45586
C 3.48988 2.72270 -0.73873
H -1.73269 -2.15311 -3.50304
C -0.57170 0.97723 -3.74588
P 2.94751 0.06784 1.26833
H 1.94003 0.78503 -3.27033
H -3.78047 -6.38268 0.55566
C -0.97874 -1.79079 0.20057
H -3.60804 3.47325 -0.56943
H 1.71013 -1.44810 -3.82813
C -1.90813 -1.34214 -2.79176
H 4.18473 2.14062 -3.44989
H 3.08318 -1.10175 -1.95589
H 0.76801 -2.69645 -2.94945
C -2.74348 -0.80105 3.30531
H -0.31163 -4.17284 -0.84933
C 3.01177 -1.61310 1.76768
H 2.56576 -1.56502 2.78034
C 5.18567 0.68975 -2.11566
C 2.32315 1.88306 -1.31511
C 4.73873 -0.08610 -0.92263
C 4.50894 2.13441 0.22682
C -2.00662 -5.40854 -0.25093
H 5.84440 0.03774 -2.72487
H -0.20076 1.90480 -3.31463
H -2.06908 -1.54230 2.84498
C -1.68797 -3.04518 0.37358
H -3.22541 -2.29660 1.66381
H -1.64772 -6.28544 -0.80561
H 2.56854 1.34073 3.11600
C 2.64215 1.07628 -2.45987
```

The calculation puts the total energy at -104899.7133 eV. The total charge is +1. The lowest unoccupied orbital energy (alpha / beta) is -4.011 / -3.975 eV. The spin multiplicity is 1. As for the largest force on an atom: 4.4 eV/Å.